{
  "formula": "C32H35AsN3O6RuS2",
  "method": "the ωB97M-V functional and the def2-TZVPD basis",
  "total_charge": 0,
  "multiplicity": 2,
  "orbital_gap_ev": [6.530, 4.806],
  "homo_energy_ev": [-7.30, -7.27],
  "elements": ["Ru", "O", "C", "C", "O", "C", "C", "O", "C", "O", "O", "S", "C", "C", "C", "C", "C", "C", "As", "C", "C", "C", "C", "C", "C", "C", "C", "C", "C", "C", "C", "H", "H", "H", "H", "H", "H", "H", "H", "H", "H", "H", "H", "H", "H", "O", "S", "C", "C", "C", "C", "H", "H", "H", "H", "H", "H", "H", "H", "C", "N", "C", "C", "N", "N", "C", "C", "H", "H", "H", "H", "H", "H", "H", "H", "H", "H", "H", "H", "H"],
  "coordinates": [[-0.494, 0.530, -0.656], [0.610, 6.556, -2.584], [0.499, 5.401, -2.246], [-0.172, 4.297, -3.031], [-0.436, 4.330, -4.218], [-0.366, 3.193, -2.083], [0.394, 3.451, -0.876], [0.506, 2.602, 0.036], [0.975, 4.806, -0.942], [1.702, 5.349, -0.130], [-1.079, 2.167, -2.212], [-2.517, -0.809, -1.114], [-2.227, -2.260, -0.175], [-2.844, -3.440, -0.603], [-2.661, -4.620, 0.086], [-1.870, -4.644, 1.225], [-1.294, -3.470, 1.684], [-1.450, -2.270, 0.996], [-0.682, -0.564, 1.626], [1.214, -0.851, 1.164], [2.110, 0.175, 1.474], [3.473, -0.033, 1.354], [3.953, -1.254, 0.901], [3.069, -2.261, 0.554], [1.706, -2.065, 0.691], [-0.468, -1.053, 3.542], [-1.516, -0.676, 4.377], [-1.484, -0.975, 5.727], [-0.396, -1.651, 6.255], [0.661, -2.009, 5.435], [0.632, -1.707, 4.083], [-3.476, -3.394, -1.475], [-3.151, -5.522, -0.252], [-1.717, -5.566, 1.766], [-0.711, -3.482, 2.597], [1.728, 1.129, 1.831], [4.162, 0.756, 1.621], [5.016, -1.425, 0.811], [3.446, -3.205, 0.189], [1.010, -2.867, 0.466], [-2.353, -0.138, 3.939], [-2.300, -0.677, 6.369], [-0.365, -1.890, 7.307], [1.515, -2.525, 5.849], [1.463, -1.983, 3.444], [-2.425, 1.756, 0.646], [-3.294, 2.347, -0.404], [-4.919, 2.638, 0.461], [-5.199, 4.127, 0.411], [-3.850, 4.806, 0.607], [-2.913, 4.149, -0.387], [-4.758, 2.281, 1.476], [-5.692, 2.043, -0.017], [-5.920, 4.423, 1.175], [-5.606, 4.400, -0.564], [-3.484, 4.625, 1.619], [-3.904, 5.883, 0.445], [-1.864, 4.244, -0.117], [-3.070, 4.507, -1.402], [0.061, -1.841, -3.092], [1.498, -1.899, -2.943], [2.013, -3.229, -2.698], [2.155, -0.798, -2.465], [1.493, 0.152, -1.886], [3.510, -0.768, -2.664], [4.291, 0.297, -2.073], [4.133, -1.404, -3.806], [-0.226, -2.453, -3.951], [-0.252, -0.809, -3.280], [-0.461, -2.212, -2.198], [1.426, -3.726, -1.919], [3.042, -3.170, -2.361], [1.958, -3.825, -3.609], [2.026, 1.005, -1.738], [4.177, 1.248, -2.607], [5.341, 0.013, -2.102], [4.000, 0.430, -1.032], [3.388, -1.911, -4.409], [4.890, -2.130, -3.491], [4.624, -0.653, -4.429]],
  "lowdin_charge": [0.82, 0.17, -0.24, -0.26, 0.16, -0.30, -0.30, 0.00, -0.26, 0.15, -0.06, 0.59, -0.71, -0.14, -0.09, -0.09, -0.12, -0.40, 1.31, -0.43, -0.13, -0.10, -0.10, -0.09, -0.12, -0.35, -0.12, -0.08, -0.09, -0.08, -0.10, 0.09, 0.10, 0.10, 0.09, 0.10, 0.11, 0.11, 0.10, 0.10, 0.10, 0.10, 0.10, 0.10, 0.10, -0.66, 0.90, -0.28, -0.24, -0.23, -0.30, 0.09, 0.09, 0.12, 0.11, 0.12, 0.12, 0.08, 0.10, -0.09, -0.16, -0.06, -0.43, 0.10, -0.15, -0.06, -0.06, 0.09, 0.07, 0.04, 0.09, 0.07, 0.09, 0.05, 0.10, 0.10, 0.06, 0.09, 0.09, 0.09]
}



{
  "formula": "C12H38O7",
  "method": "the ωB97M-V functional and the def2-TZVPD basis",
  "total_charge": 0,
  "smiles": "CCO.CCO.CCO.CCO.CCO.CO.CO",
  "orbital_gap_ev": 10.062,
  "homo_energy_ev": -9.93,
  "elements": ["C", "C", "O", "H", "H", "H", "H", "H", "H", "C", "C", "O", "H", "H", "H", "H", "H", "H", "C", "C", "O", "H", "H", "H", "H", "H", "H", "C", "C", "O", "H", "H", "H", "H", "H", "H", "C", "C", "O", "H", "H", "H", "H", "H", "H", "C", "O", "H", "H", "H", "H", "C", "O", "H", "H", "H", "H"],
  "coordinates": [[17.419, 17.593, -24.334], [16.397, 17.282, -23.254], [15.018, 17.365, -23.775], [17.560, 16.843, -25.112], [18.408, 17.555, -23.876], [17.218, 18.546, -24.823], [16.497, 18.049, -22.486], [16.544, 16.265, -22.890], [14.432, 17.962, -23.303], [13.988, 22.977, -25.390], [13.114, 24.210, -24.950], [12.696, 23.909, -23.630], [13.475, 22.019, -25.471], [14.852, 22.724, -24.776], [14.226, 23.195, -26.432], [12.332, 24.359, -25.695], [13.714, 25.117, -25.024], [11.796, 23.585, -23.711], [14.324, 21.352, -17.004], [14.250, 22.334, -18.090], [14.512, 21.794, -19.330], [15.316, 20.903, -17.055], [13.681, 20.508, -17.253], [14.155, 21.646, -15.968], [15.029, 23.059, -17.856], [13.234, 22.723, -18.026], [14.067, 22.368, -19.958], [18.684, 26.053, -22.943], [19.640, 26.955, -22.182], [20.598, 27.691, -22.968], [19.047, 25.266, -23.603], [18.148, 26.714, -23.624], [17.843, 25.719, -22.334], [20.161, 26.471, -21.355], [19.035, 27.801, -21.857], [20.153, 28.502, -23.223], [21.677, 21.674, -18.118], [20.198, 21.893, -18.053], [19.567, 21.468, -19.244], [21.756, 20.587, -18.143], [22.130, 22.047, -17.199], [22.109, 22.050, -19.045], [20.006, 22.965, -18.004], [19.796, 21.594, -17.085], [18.607, 21.466, -19.250], [9.014, 18.180, -19.885], [9.941, 18.756, -20.738], [9.392, 18.293, -18.869], [8.065, 18.707, -19.988], [8.799, 17.135, -20.104], [9.709, 19.683, -20.828], [12.837, 29.142, -20.993], [13.525, 27.847, -20.977], [13.177, 29.806, -20.198], [12.847, 29.709, -21.924], [11.778, 28.975, -20.793], [13.143, 27.223, -21.599]],
  "lowdin_charge": [-0.10, -0.27, -0.11, 0.07, 0.07, 0.07, 0.11, 0.10, 0.07, -0.09, -0.30, -0.09, 0.06, 0.07, 0.06, 0.10, 0.10, 0.08, -0.11, -0.40, -0.05, 0.07, 0.08, 0.08, 0.11, 0.12, 0.09, -0.09, -0.30, -0.09, 0.07, 0.06, 0.07, 0.11, 0.10, 0.07, -0.09, -0.36, -0.07, 0.07, 0.08, 0.08, 0.10, 0.11, 0.08, -0.19, -0.12, 0.08, 0.08, 0.08, 0.07, -0.14, -0.13, 0.07, 0.07, 0.07, 0.06]
}



{
  "formula": "C4H4N2O2",
  "method": "the ωB97M-V functional and the def2-TZVPD basis",
  "total_charge": 0,
  "smiles": "O=C(O)c1c[nH]cn1",
  "orbital_gap_ev": 10.087,
  "homo_energy_ev": -9.51,
  "elements": ["O", "C", "O", "C", "C", "N", "C", "N", "H", "H", "H", "H"],
  "coordinates": [[2.610, 0.966, 0.276], [1.820, 0.116, -0.031], [2.370, -1.099, -0.275], [0.253, 0.214, -0.213], [-0.788, 1.196, -0.188], [-1.869, 0.395, -0.097], [-1.604, -0.912, 0.139], [-0.346, -1.094, -0.055], [3.417, -0.957, 0.112], [-0.651, 2.303, -0.614], [-2.809, 0.502, 0.401], [-2.404, -1.629, 0.545]],
  "lowdin_charge": [0.07, -0.49, 0.01, -0.12, -0.05, -0.03, -0.23, 0.09, 0.24, 0.17, 0.18, 0.15]
}



{
  "formula": "C3H5O2S2",
  "method": "the ωB97M-V functional and the def2-TZVPD basis",
  "total_charge": -1,
  "smiles": "CS[C@H](S)C(=O)[O-]",
  "orbital_gap_ev": 7.722,
  "homo_energy_ev": -4.32,
  "elements": ["C", "S", "C", "S", "C", "O", "O", "H", "H", "H", "H", "H"],
  "coordinates": [[2.037, -0.151, -0.308], [0.942, -1.043, 0.842], [-1.053, -0.494, 0.649], [-1.897, -1.469, -0.470], [-1.083, 1.020, 0.204], [-1.515, 1.295, -0.972], [-0.884, 1.768, 1.136], [1.656, 0.768, -0.492], [2.318, -0.776, -1.156], [2.916, -0.003, 0.268], [-1.404, -0.638, 1.650], [-2.034, -0.277, -1.352]],
  "lowdin_charge": [-0.44, 0.66, -0.83, 0.60, -0.82, -0.15, -0.02, -0.02, 0.02, 0.00, 0.03, -0.03]
}



Electronic energy, respectively: -4983.00238; -1006.49949; -414.75298; -1064.20085 hartree.
Maximum force, respectively: 3.25; 2.85; 6.50; 3.30 eV/A.